# 1
ORCA calculation (wB97M-V/def2-TZVPD) on a 13-piece molecular cluster, C5H35NO12 overall.

The geometry in XYZ format:
```
53
Properties=species:S:1:pos:R:3:forces:R:3
O 1.914 -0.654 4.690 2.6 -0.3 0.2
O -0.406 -1.674 4.238 -3.0 0.1 6.1
O -2.032 3.093 1.496 0.1 -1.0 -1.3
O -0.308 0.822 3.073 -1.5 0.6 4.7
O 2.652 0.946 -3.282 2.1 0.6 2.6
O 4.171 -1.479 -1.272 -1.0 -2.4 1.7
O -3.165 -0.867 2.437 1.7 -2.3 -1.3
O 2.924 3.332 -1.088 -2.0 0.8 0.3
O 2.570 -1.725 -3.351 0.5 -0.1 0.1
O 1.412 -1.110 -0.058 1.6 3.1 -0.4
O 1.572 -2.111 2.413 -2.6 -1.6 -3.2
O 1.352 -3.340 -1.625 -0.1 -0.1 0.6
N -0.577 0.841 -1.951 3.5 -1.9 -0.4
C -2.819 -0.024 -1.715 1.8 2.7 0.8
C 0.344 1.993 -1.830 -0.6 -1.0 -1.1
C -4.153 0.526 -1.504 -1.8 -1.5 1.8
C -4.394 1.053 -0.048 3.5 6.3 -3.7
C -1.850 0.920 -1.584 -2.3 1.3 -0.5
H 2.066 -2.809 1.983 0.6 0.2 0.7
H -0.001 2.902 -2.396 -0.7 -0.3 1.7
H 1.007 1.738 -2.659 0.9 -0.1 1.4
H -4.983 -0.095 -1.749 -0.5 -2.3 0.7
H -3.382 1.479 0.367 -2.0 -1.3 -0.8
H 1.931 -1.878 -4.040 -0.2 0.2 -0.6
H 1.648 -0.990 0.864 0.0 0.0 0.3
H -4.747 0.452 0.667 -1.9 -2.3 2.2
H 1.892 -2.546 -1.861 -1.0 -0.9 -0.8
H 3.155 -1.000 -3.623 -0.4 -0.6 -0.3
H 3.053 0.323 -2.586 -1.0 1.2 -1.2
H 0.667 -3.542 -2.284 0.7 0.5 0.2
H -0.121 -1.561 3.416 2.0 -0.5 -5.6
H -2.468 -0.941 -2.043 -0.1 -2.1 -0.6
H 1.899 -1.603 3.097 2.4 1.2 2.8
H -1.967 2.330 0.876 -0.5 1.0 0.1
H 3.280 -1.742 -0.895 0.7 1.6 -0.6
H -0.797 0.294 3.850 1.4 1.6 -3.0
H -4.513 1.068 -2.334 0.6 2.8 -0.6
H -2.736 -1.587 1.841 -1.1 1.9 1.6
H -2.182 2.031 -1.370 0.7 -2.2 -0.3
H 0.990 -0.819 4.594 -1.4 0.5 0.1
H -0.167 -2.502 4.651 0.2 -0.4 -0.5
H 3.779 2.990 -1.156 2.2 -0.7 0.1
H 0.727 2.067 -0.759 -0.2 0.5 -1.8
H 4.553 -2.358 -1.012 0.6 1.2 -0.8
H -3.947 -0.651 1.939 -0.5 0.3 -0.2
H -4.892 2.087 -0.172 -0.2 -1.8 0.7
H -1.372 2.757 2.088 0.7 0.1 1.3
H 2.776 1.813 -2.768 -0.3 -1.5 -1.3
H 2.704 3.352 -0.144 0.1 0.0 -0.4
H -0.205 0.270 2.348 -0.1 -1.8 -2.1
H 2.197 0.207 4.381 -0.6 0.3 0.0
H 1.004 -1.925 -0.076 -1.6 -3.0 -0.3
H -0.053 -0.155 -2.073 -1.9 3.4 0.5
```
Forces are in eV/Å.

Computed properties:
LUMO level	-0.004	Ha
highest occupied orbital energy	-0.2550	hartree
gap between HOMO and LUMO	6.83	eV
energy above the lowest of the compared OMol25 structures with the same formula, charge and spin	740.9	kJ/mol



# 2
ORCA calculation (wB97M-V/def2-TZVPD) on a 8-piece molecular cluster, C34H47BrClFN8O2S overall.

The geometry in XYZ format:
```
95
Properties=species:S:1:pos:R:3:forces:R:3
Br 3.070 -0.319 -1.880 0.1 0.0 0.0
Cl 1.848 -3.415 -0.905 0.0 -0.1 0.0
S 0.054 0.679 0.918 0.4 -0.1 0.2
F 1.032 1.179 2.027 -0.2 0.1 0.0
O -1.002 0.005 1.585 -0.1 -0.1 -0.1
O -0.222 1.805 0.099 0.0 0.1 -0.1
N 1.061 -0.407 0.204 -0.2 0.1 -0.2
N 9.999 -4.238 7.534 0.0 0.0 0.0
N -3.815 0.017 0.394 0.0 0.1 0.0
N 1.945 2.319 -4.074 0.0 0.0 0.0
N -6.068 1.131 2.762 0.0 0.0 0.0
N 0.655 4.442 -8.790 0.0 0.0 0.0
N -8.899 1.097 -0.744 0.1 0.0 0.1
N 6.606 -0.704 4.699 0.0 0.0 0.0
C -10.006 0.910 -2.652 0.0 0.0 0.0
C 10.061 -5.269 8.432 0.0 0.0 0.0
C -0.311 4.667 -10.767 0.0 0.0 0.0
C 3.451 0.007 0.917 0.1 0.1 0.0
C 0.636 2.708 -5.815 -0.1 0.0 0.0
C -5.281 -1.623 0.650 0.0 0.1 0.1
C 8.949 -6.048 8.250 0.0 0.0 0.0
C 0.239 -2.677 -0.605 -0.1 0.0 -0.1
C 2.381 0.237 -0.140 -0.3 -0.1 -0.1
C -7.394 2.604 3.748 0.0 0.0 0.0
C 8.864 -4.346 6.779 0.0 0.0 0.0
C -10.880 1.444 -1.667 0.0 0.0 0.0
C 7.790 -0.829 4.026 0.0 0.0 0.0
C -4.840 0.280 -0.470 0.0 0.0 0.0
C -4.075 -1.136 1.087 0.0 0.0 0.0
C 1.706 3.664 -4.082 0.0 0.0 0.0
C 1.298 1.728 -5.124 0.0 0.0 0.0
C -6.087 2.292 3.480 0.0 0.0 0.0
C 0.894 3.940 -5.151 0.0 0.0 0.0
C -8.196 1.583 3.168 0.0 0.0 0.0
C 1.405 3.714 -9.670 0.0 0.0 0.0
C 6.016 -1.932 4.828 0.0 0.0 0.0
C -8.791 0.707 -2.051 0.0 0.0 0.0
C 6.832 -2.854 4.231 0.0 0.0 -0.1
C 0.255 -1.168 -0.806 0.1 -0.1 0.2
C -5.768 -0.719 -0.333 -0.1 -0.1 -0.1
C 8.190 -5.462 7.200 0.0 0.0 0.0
C 0.832 3.834 -10.909 0.0 0.0 0.0
C 3.715 -1.442 1.291 0.1 0.0 0.0
C -10.166 1.548 -0.502 0.0 0.0 0.0
C -0.393 5.025 -9.447 0.0 0.0 0.0
C 7.959 -2.153 3.718 0.0 0.0 0.0
C -0.278 -3.119 0.748 0.1 0.0 0.0
C -7.346 0.690 2.567 -0.1 0.0 -0.1
H 4.128 -2.000 0.450 0.0 0.0 0.0
H -9.271 1.510 3.194 0.0 0.0 0.0
H -0.395 -3.074 -1.401 0.0 0.0 0.1
H 2.124 4.310 -3.330 0.0 0.0 0.0
H -1.105 5.641 -8.925 0.0 0.0 0.0
H -0.995 4.967 -11.543 0.0 0.0 0.0
H 0.585 -0.898 -1.804 0.0 -0.1 0.0
H -0.332 -4.206 0.789 0.0 0.1 0.0
H -7.865 0.326 -2.446 0.0 0.0 0.0
H -6.694 -0.803 -0.876 0.0 0.0 0.0
H -5.174 2.802 3.739 0.0 0.0 0.0
H 0.030 2.556 -6.694 0.0 0.0 0.0
H 7.255 -5.819 6.802 0.0 0.0 0.0
H 0.846 4.522 -7.806 0.0 0.0 0.0
H 2.197 1.299 -0.301 0.1 0.0 0.1
H -11.913 1.721 -1.799 0.0 0.0 0.0
H -1.277 -2.712 0.912 0.0 0.0 0.0
H 3.168 0.581 1.802 0.0 -0.1 -0.1
H 4.363 0.468 0.528 0.0 0.0 0.1
H 6.229 0.157 5.049 0.0 0.0 0.0
H -2.994 0.583 0.523 0.0 0.0 0.0
H 1.364 0.667 -5.293 0.0 0.0 0.0
H -4.828 1.152 -1.101 0.0 0.0 0.0
H 2.804 -1.945 1.615 0.0 0.0 0.0
H 8.707 -6.938 8.806 0.0 0.0 0.0
H -10.449 1.905 0.473 0.0 0.0 0.0
H 2.278 3.175 -9.342 0.0 0.0 0.0
H -3.387 -1.502 1.829 0.0 0.0 0.0
H -8.163 1.064 -0.058 0.0 0.0 0.0
H -7.541 -0.218 2.023 0.0 0.0 0.0
H 6.647 -3.914 4.170 0.0 0.0 0.0
H -5.242 0.665 2.425 -0.1 -0.1 0.0
H 2.503 1.826 -3.401 0.0 0.0 0.0
H -0.792 -0.857 -0.727 0.1 0.0 0.0
H 8.798 -2.575 3.190 0.0 0.0 0.0
H 0.517 4.916 -5.412 0.0 0.0 0.0
H 0.381 -2.766 1.543 -0.1 0.0 0.0
H 5.072 -2.046 5.334 0.0 0.0 0.0
H -5.764 -2.518 1.006 0.0 0.0 0.0
H 10.883 -5.361 9.121 0.0 0.0 0.0
H -7.737 3.463 4.299 0.0 0.0 0.0
H -10.241 0.701 -3.683 0.0 0.0 0.0
H 10.684 -3.512 7.441 0.0 0.0 0.0
H 1.190 3.375 -11.815 0.0 0.0 0.0
H 8.410 0.027 3.823 0.0 0.0 0.0
H 8.631 -3.628 6.012 0.0 0.0 0.0
H 4.440 -1.486 2.107 0.0 0.0 0.0
```
Forces are in eV/Å.

Computed properties:
SMILES	CC[C@@H](Br)N(C[C@H](C)Cl)S(=O)(=O)F.c1cc[nH]c1.c1cc[nH]c1.c1cc[nH]c1.c1cc[nH]c1.c1cc[nH]c1.c1cc[nH]c1.c1cc[nH]c1
LUMO level	0.001	Ha
highest occupied orbital energy	-0.2966	hartree
gap between HOMO and LUMO	8.09	eV



# 3
ORCA calculation (wB97M-V/def2-TZVPD) on a 8-piece molecular cluster, C7H23NO7 overall.

The geometry in XYZ format:
```
38
Properties=species:S:1:pos:R:3:forces:R:3
O 3.933 -1.971 -1.330 0.4 -0.2 -0.5
O 0.535 0.635 -3.024 -0.6 -0.7 -0.8
O -2.941 -2.827 -1.377 0.5 0.5 -0.7
O 1.968 -2.134 0.410 0.4 0.7 1.0
O -0.055 -3.529 -0.884 0.7 0.0 -0.2
O 3.931 1.323 1.228 1.5 -0.2 0.4
O -2.545 -0.198 -1.359 0.8 0.1 -0.1
N 0.078 0.723 -0.034 0.1 0.7 -0.7
C -0.186 2.494 1.282 -1.3 -0.7 -1.9
C -1.640 -0.864 1.771 -1.3 -0.1 0.9
C 0.729 1.795 -0.651 -0.3 -1.0 1.4
C -0.614 1.171 1.062 1.3 2.3 0.3
C -1.593 0.473 1.854 1.1 -1.7 -1.3
C 0.529 2.922 0.097 0.3 -1.2 0.7
C -0.721 3.439 2.282 1.3 1.1 -0.8
H 3.885 -1.236 -0.726 0.1 0.6 0.1
H -2.307 -1.490 2.402 0.4 0.5 -0.7
H 3.259 -2.515 -0.918 0.0 -0.3 0.0
H -3.299 -0.363 -0.775 0.1 0.3 -0.5
H -0.759 -3.042 -0.464 -0.7 -0.1 0.2
H 1.356 -2.709 -0.052 -0.7 -0.5 0.2
H -1.028 -1.355 1.028 0.3 -0.2 0.3
H 3.019 1.291 0.960 -0.5 -0.5 -0.4
H -3.789 -2.481 -1.675 -0.1 -0.3 0.2
H -0.033 1.002 -3.711 0.1 0.0 0.0
H 4.438 0.518 0.993 -1.1 0.7 0.1
H -2.769 0.154 -2.227 -0.7 0.1 0.4
H -0.113 -0.118 -0.555 0.0 0.0 0.5
H -0.030 -0.008 -2.570 0.2 0.2 -0.3
H 1.350 1.534 -1.468 0.2 0.5 -0.4
H 1.840 -2.166 1.373 -0.2 -0.3 -0.7
H -0.214 -4.462 -0.713 -0.2 0.1 0.0
H 0.056 4.231 2.319 -0.6 -0.2 0.6
H -1.594 3.893 1.858 -0.8 0.5 0.0
H -2.280 1.096 2.363 -0.4 0.2 1.0
H -2.336 -2.171 -1.801 -0.6 -0.7 0.6
H -0.946 3.056 3.249 0.0 -0.4 0.7
H 0.887 3.889 -0.216 0.2 0.1 0.5
```
Forces are in eV/Å.

Computed properties:
SMILES	C=Cc1[nH]ccc1C.O.O.O.O.O.O.O
LUMO level	-0.011	Ha
highest occupied orbital energy	-0.2753	hartree
gap between HOMO and LUMO	7.20	eV
energy above the lowest of the compared OMol25 structures with the same formula, charge and spin	170.6	kJ/mol



Among the records above, which one has the highest LUMO level? C34H47BrClFN8O2S



Look up the LUMO level of the first one. -0.004 Ha